Record 1
Formula: C23H24FLiN4O3S5
Source: OMol25
Level of theory: the ωB97M-V functional and the def2-TZVPD basis

Each line ends with the natural charge from an NBO analysis.
Atoms and positions in Å:
Li -0.714 -1.255 0.012  0.869
F -6.010 -3.156 2.149  -0.333
C -5.239 -2.058 2.361  0.298
C -3.895 -2.238 2.435  -0.180
C -3.050 -1.167 2.732  -0.188
C -1.639 -1.238 2.349  0.518
O -1.223 -2.216 1.701  -0.694
C -0.872 -0.057 2.643  -0.302
C -1.470 0.987 3.266  0.122
N -2.806 1.074 3.528  -0.394
C -3.355 2.340 3.942  -0.083
C -2.779 2.980 5.164  -0.410
C -4.159 2.390 5.207  -0.426
C -3.627 0.042 3.114  0.297
C -5.003 0.239 2.923  -0.359
C -5.823 -0.769 2.435  0.186
N -7.134 -0.485 1.999  -0.427
C -7.732 -1.328 0.964  -0.245
C -7.323 -0.871 -0.458  -0.247
N -6.193 0.086 -0.390  -0.631
C -6.515 1.307 0.402  -0.254
C -7.377 0.904 1.618  -0.229
C 0.504 0.186 2.038  0.779
O 1.351 0.776 2.698  -0.685
O 0.570 -0.199 0.828  -0.865
H -3.465 -3.204 2.207  0.262
H -0.889 1.867 3.512  0.245
H -3.639 2.997 3.125  0.231
H -2.668 4.054 5.152  0.232
H -1.993 2.444 5.679  0.231
H -5.009 3.057 5.238  0.221
H -4.285 1.459 5.742  0.228
H -5.397 1.230 3.088  0.231
H -8.815 -1.253 1.064  0.211
H -7.463 -2.361 1.116  0.254
H -8.137 -0.354 -0.967  0.210
H -7.011 -1.708 -1.079  0.236
H -5.900 0.336 -1.354  0.470
H -5.317 -0.359 -0.030  0.489
H -7.041 2.008 -0.247  0.226
H -5.565 1.751 0.694  0.247
H -8.437 0.978 1.371  0.212
H -7.207 1.590 2.444  0.229
C 2.783 -1.927 -0.334  -0.743
C 1.500 -2.179 -0.970  0.390
N 0.477 -2.338 -1.471  -0.443
H 3.568 -1.872 -1.085  0.249
H 3.006 -2.725 0.372  0.256
H 2.677 -0.988 0.212  0.311
C -3.552 0.668 -3.995  -0.729
S -4.837 1.514 -3.042  0.234
C -3.962 2.049 -1.612  -0.508
C -3.310 1.270 -0.710  -0.366
S -3.133 -0.455 -0.658  -0.424
S -2.686 2.168 0.658  0.476
C -3.302 3.738 0.282  -0.585
S -3.160 5.030 1.281  -0.075
S -4.086 3.768 -1.261  0.461
H -4.040 0.280 -4.888  0.231
H -3.126 -0.141 -3.409  0.254
H -2.790 1.389 -4.275  0.229

Atomic forces in eV per Å
Li 0.15 -0.13 0.05
F -0.02 0.00 -0.01
C -0.02 0.04 0.00
C 0.03 -0.01 0.00
C 0.01 -0.03 -0.04
C -0.04 -0.03 -0.07
O -0.05 0.10 0.07
C -0.02 -0.04 0.05
C -0.02 -0.03 0.08
N 0.03 -0.11 0.16
C -0.04 -0.01 0.02
C 0.03 0.01 0.00
C -0.02 -0.03 0.02
C 0.02 0.04 0.05
C 0.00 0.01 0.02
C 0.12 -0.07 0.01
N -0.05 0.10 -0.01
C 0.01 0.00 0.00
C -0.06 -0.06 -0.01
N 0.06 -0.10 -0.09
C -0.03 0.05 0.13
C -0.02 -0.05 -0.03
C -0.03 0.02 0.02
O 0.05 -0.01 0.04
O 0.07 0.04 -0.12
H 0.01 0.00 0.00
H 0.00 0.00 0.01
H 0.01 0.01 0.07
H -0.02 0.01 -0.02
H -0.01 -0.01 0.00
H 0.00 0.01 -0.01
H 0.01 0.00 0.01
H 0.01 -0.01 0.00
H -0.01 0.01 -0.02
H -0.03 0.00 0.00
H 0.00 -0.01 -0.01
H 0.01 0.01 0.01
H -0.01 0.15 0.06
H -0.02 -0.01 -0.01
H 0.00 0.00 -0.01
H -0.05 -0.02 0.01
H 0.00 0.00 0.00
H 0.00 0.01 0.00
C -0.07 -0.04 0.06
C 0.02 0.02 -0.09
N -0.03 -0.01 0.11
H 0.00 0.04 0.01
H -0.01 -0.01 -0.01
H 0.05 0.02 -0.02
C 0.00 0.08 0.02
S 0.01 -0.08 0.06
C -0.01 0.07 -0.02
C -0.05 -0.01 -0.06
S -0.08 0.07 -0.15
S 0.12 0.09 -0.22
C -0.10 -0.10 -0.18
S 0.01 0.13 0.02
S 0.04 -0.08 0.05
H 0.00 0.00 0.01
H 0.00 -0.03 0.02
H 0.01 -0.02 -0.02

E	-3433.98637	a.u.
energy above the lowest of the compared OMol25 structures with the same formula, charge and spin	2.6	kcal per mole

Record 2
Formula: C8H15IO
Source: OMol25
Level of theory: the ωB97M-V functional and the def2-TZVPD basis

Each line ends with the natural charge from an NBO analysis.
Atoms and positions in Å:
C 2.011 0.617 -0.417  -0.445
C 1.266 0.836 0.882  -0.549
C 1.253 0.749 -1.771  -0.068
C 0.445 -0.366 1.343  -0.031
C -0.893 -0.501 -1.252  0.400
C -0.486 -0.099 2.493  -0.751
C -1.747 0.728 -0.749  -0.699
C -1.441 -1.869 -1.165  -0.694
O 0.262 -0.389 -2.002  -0.542
I 1.789 -2.032 1.684  0.082
H 2.852 1.406 -0.400  0.223
H 2.556 -0.503 -0.323  0.226
H 1.881 0.955 1.804  0.222
H 0.731 1.814 0.724  0.222
H 0.632 1.740 -1.811  0.181
H 2.029 0.678 -2.575  0.214
H -1.521 -0.105 2.190  0.230
H -0.296 0.843 3.054  0.214
H -0.461 -0.860 3.386  0.235
H -1.763 1.601 -1.319  0.217
H -1.498 0.939 0.309  0.219
H -2.831 0.411 -0.807  0.221
H -0.567 -2.434 -0.914  0.238
H -1.943 -2.415 -1.970  0.217
H -2.259 -1.747 -0.393  0.218

Atomic forces in eV per Å
C 2.76 -1.65 0.06
C -0.79 -0.03 0.23
C -1.63 -0.02 0.95
C 0.20 0.29 0.04
C 0.39 2.20 0.26
C 0.16 -1.22 2.46
C -0.51 -3.06 0.52
C -1.17 0.73 0.94
O 0.71 1.27 0.34
I -0.71 0.22 -0.06
H -1.03 -1.23 -0.48
H -1.31 3.12 -0.70
H 0.43 0.54 -0.93
H -0.29 -1.01 0.60
H 1.29 -1.66 -0.08
H -1.18 0.02 0.46
H -0.47 0.16 -0.28
H 0.07 -0.13 -0.76
H 0.15 0.95 -1.96
H 0.69 1.49 -1.09
H -0.29 0.15 -0.67
H 1.07 0.11 0.35
H 0.11 -1.02 0.78
H 0.18 0.66 -0.70
H 1.20 -0.85 -0.29

E	-686.56413	a.u.
energy above the lowest of the compared OMol25 structures with the same formula, charge and spin	93.3	kcal per mole